1.
ORCA calculation (the ωB97M-V functional and the def2-TZVPD basis) on a molecular structure, C14H17N7 in a non-equilibrium geometry.

Atoms and positions in Å:
N: -1.59794 -2.25225 -1.33512
N: 4.66586 2.58828 -3.51926
N: 1.02055 0.87011 -0.37970
N: -0.09835 -1.42368 -2.96499
C: -1.07493 -2.34945 -2.53792
C: 3.49139 2.16214 -3.83338
C: 0.82500 0.42389 -1.62957
C: -0.08156 -0.68024 -1.90913
C: 3.40083 2.18906 -1.66376
C: 2.64771 1.76666 -2.70344
C: -0.56997 -0.85021 0.43068
C: 0.38273 0.22369 0.70913
N: 4.67120 2.62357 -2.16724
N: 1.49970 0.98806 -2.74692
N: -0.84619 -1.16162 -0.84636
C: -1.43071 0.66199 4.53688
C: -0.82134 1.94230 3.94004
C: -0.97013 -0.63035 3.88594
C: -0.62564 1.70527 2.36578
C: 0.43217 -0.41758 3.34462
C: 0.54086 0.66780 2.16215
H: -1.34591 -3.11277 -3.21349
H: 3.28392 2.13862 -4.92626
H: 3.11047 2.17925 -0.63175
H: -0.82444 -1.54801 1.25740
H: 5.27666 3.33083 -1.70282
H: 1.39536 0.34206 -3.50968
H: -2.52766 0.68406 4.56611
H: -1.11661 0.56963 5.65306
H: 0.08232 2.24459 4.34034
H: -1.57868 2.71532 3.99237
H: -1.66796 -0.97588 3.10368
H: -0.89982 -1.46702 4.61109
H: -0.42628 2.63938 1.84920
H: -1.45081 1.35631 2.00275
H: 0.91119 0.03747 4.22671
H: 0.97566 -1.30479 3.04453
H: 1.45007 1.23222 2.30705

**Molecular weight**: 283.3 g mol⁻¹
**E_LUMO**: 0.014 hartree
**Max |F|**: 6.81 eV Å⁻¹
**DFT total energy**: -25221.914 eV
**ΔE to the lowest compared entry with this formula, charge and spin**: 19.7 kJ/mol
**Total charge**: 0

Löwdin population analysis, charges in e, atoms 1 to 4: 0.131, 0.002, 0.168, 0.140

***

2.
ORCA calculation (the ωB97M-V functional and the def2-TZVPD basis) on a single C14H17NO5S molecule in a non-equilibrium geometry.

Atoms and positions in Å:
C: -0.87782 1.08897 -2.04932
C: 0.17689 0.52295 -2.98859
O: 1.03174 -0.37871 -2.27785
C: 0.65986 -1.65165 -2.19212
O: -0.25799 -2.15018 -2.78166
C: 1.53764 -2.39773 -1.18809
C: 2.98918 -1.92741 -1.14027
C: 2.96906 -0.75754 -0.14956
N: 1.78908 -0.99371 0.66658
S: 1.35148 0.36216 1.64447
O: 2.48613 0.58395 2.48645
O: 1.00435 1.40118 0.72268
C: -0.08704 -0.14378 2.64892
C: -1.28371 0.56977 2.12760
C: -2.17225 -0.06867 1.27078
C: -3.25185 0.62148 0.74724
C: -3.44646 1.95457 1.06534
C: -2.55996 2.59745 1.91367
C: -1.48360 1.90923 2.44276
C: 0.96220 -1.93327 0.15297
O: -0.06003 -2.32644 0.65991
H: -1.43792 1.87121 -2.55287
H: -0.39967 1.50041 -1.16214
H: -1.56479 0.30388 -1.74204
H: 0.83783 1.30892 -3.35879
H: -0.28359 -0.00908 -3.82725
H: 1.39997 -3.46836 -1.33600
H: 3.35576 -1.61773 -2.11634
H: 3.62008 -2.73310 -0.76432
H: 3.84410 -0.72531 0.50156
H: 2.86293 0.20742 -0.65204
H: -0.16730 -1.22222 2.55683
H: 0.18699 0.14744 3.65981
H: -2.01132 -1.10486 1.01464
H: -3.94044 0.11689 0.08596
H: -4.28621 2.49294 0.65193
H: -2.70642 3.63819 2.16091
H: -0.78688 2.41071 3.09823

**Molecular weight**: 311.4 g mol⁻¹
**E_LUMO**: 0.026 hartree
**SMILES**: CCOC(=O)[C@H]1CCN(S(=O)(=O)Cc2ccccc2)C1=O
**Max |F|**: 1.18 eV Å⁻¹
**DFT total energy**: -37356.941 eV
**ΔE to the lowest compared entry with this formula, charge and spin**: 142.5 kJ/mol
**Total charge**: 0

Löwdin population analysis, charges in e, atoms 1 to 4: -0.047, -0.185, -0.003, -0.463

***

3.
ORCA calculation (the ωB97M-V functional and the def2-TZVPD basis) on a molecular structure, C14H18AgI2N3O2PS in a non-equilibrium geometry.

Atoms and positions in Å:
C: 1.74224 -0.49731 2.96496
N: 0.42339 -1.10178 3.27103
C: -0.59095 -0.52098 2.37507
C: -0.17055 -0.61282 0.92680
C: -0.03922 0.50595 0.13212
P: -0.49045 2.09230 0.95177
C: -2.31662 1.86884 1.36431
O: -0.53460 3.34081 -0.10374
C: 0.42540 0.40701 -1.21337
C: 0.62246 1.62587 -2.04961
C: 1.56437 1.52037 -3.27175
C: 0.84379 1.33406 -4.62173
I: 1.56008 2.77854 -6.05858
C: 0.67145 -0.89588 -1.67068
N: 1.06235 -1.22493 -2.89369
S: 1.25064 -2.79370 -2.99893
N: 0.81717 -3.19498 -1.48399
C: 0.52842 -2.07914 -0.88620
C: 0.08480 -1.90212 0.44575
C: -0.10349 -3.14360 1.26370
C: -1.56896 -3.38605 1.66720
O: -1.89989 -3.38060 2.82369
I: -3.07671 -3.73951 0.18622
H: 1.65680 0.56470 2.70887
H: 2.26676 -1.04594 2.18191
H: 2.34985 -0.59090 3.86403
H: 0.20070 -0.84234 4.22330
H: -1.54553 -1.03829 2.49088
H: -0.76427 0.50913 2.70722
H: -2.73766 0.93292 1.00461
H: -2.88350 2.74852 1.00774
H: -2.35535 1.89112 2.47763
H: 0.04819 4.02667 0.24662
H: 1.07215 2.36597 -1.38743
H: -0.34373 2.04960 -2.34560
H: 2.32642 0.76602 -3.10016
H: 2.10119 2.46589 -3.31680
H: -0.22914 1.46172 -4.51199
H: 1.07711 0.37619 -5.06762
H: 0.20055 -3.99942 0.65608
H: 0.56375 -3.13934 2.12274
Ag: -3.80943 3.49743 2.91763

**Molecular weight**: 685.0 g mol⁻¹
**E_LUMO (spin up / spin down)**: -0.329 / -0.357 hartree
**<S²>**: 0.773
**2S+1**: 2
**Max |F|**: 2.54 eV Å⁻¹
**DFT total energy**: -63680.205 eV
**Total charge**: +2

Löwdin population analysis, charges in e, atoms 1 to 4: -0.085, -0.080, -0.209, -0.172

***

4.
ORCA calculation (the ωB97M-V functional and the def2-TZVPD basis) on a molecular structure, C14H18AgN6O4S2Se in a non-equilibrium geometry.

Atoms and positions in Å:
Ag: 0.68978 -0.72690 2.24898
N: 0.30055 1.76223 2.32913
C: 0.56542 2.08066 0.92191
C: 0.32892 3.57504 0.58375
C: -0.50821 3.91497 -0.67571
C: 0.06963 3.45546 -2.03490
N: -0.38942 2.17221 -2.54074
C: 0.35078 1.19106 -3.05913
N: -0.30977 0.22337 -3.74110
N: 1.66963 1.23025 -3.09377
C: 2.00993 1.57116 0.56403
O: 2.59491 2.16877 -0.38450
O: 2.44812 0.60727 1.21834
H: -0.64743 2.01439 2.58284
H: 0.94353 2.26381 2.93289
H: -0.10290 1.45420 0.32322
H: 1.29873 4.05762 0.45139
H: -0.16815 4.02034 1.44862
H: -0.58302 5.00433 -0.72697
H: -1.52091 3.51354 -0.55869
H: 1.15174 3.41377 -1.93574
H: -0.19961 4.19794 -2.79461
H: -1.38312 2.00220 -2.51309
H: -1.21759 -0.01661 -3.35525
H: 0.26314 -0.59314 -3.92876
H: 2.15439 1.75281 -2.33130
H: 2.10860 0.33327 -3.28878
O: -1.70814 -0.59601 1.68056
S: -1.37284 -1.26489 0.45053
O: -2.16530 -0.83065 -0.69349
N: 0.20261 -1.16598 0.05322
C: 0.68629 -2.38797 -0.22316
S: 2.02529 -2.68112 -1.18238
C: -0.19794 -3.50021 0.19398
C: 0.06288 -4.86164 0.18165
C: -0.94899 -5.72989 0.56325
C: -2.20435 -5.25598 0.92766
C: -2.46908 -3.89207 0.93577
C: -1.44809 -3.04032 0.58154
H: 1.03674 -5.22235 -0.11757
H: -0.76530 -6.79586 0.58548
H: -2.97964 -5.95666 1.20717
H: -3.44502 -3.50417 1.19471
Se: 1.33242 -1.52383 4.61510
C: 1.24223 0.22863 5.03318
N: 1.19855 1.33695 5.37075

**Molecular weight**: 585.3 g mol⁻¹
**E_LUMO**: 0.079 hartree
**Max |F|**: 1.78 eV Å⁻¹
**DFT total energy**: -122959.669 eV
**ΔE to the lowest compared entry with this formula, charge and spin**: 130.6 kJ/mol
**Total charge**: -1

Löwdin population analysis, charges in e, atoms 1 to 4: 0.542, 0.016, -0.310, -0.150

***

5.
ORCA calculation (the ωB97M-V functional and the def2-TZVPD basis) on 8 unconnected molecules or ions with the total composition C14H18B2Br4N2O22 in a non-equilibrium geometry.

Atoms and positions in Å:
N: -3.66531 -13.53484 -11.54763
H: -4.66575 -13.64681 -11.46581
H: -3.34341 -13.80227 -10.62841
H: -3.48972 -12.55491 -11.71795
H: -3.17928 -14.16896 -12.16550
N: 0.38504 -13.89298 -11.58803
H: -0.12950 -14.45434 -10.92454
H: 0.85257 -14.47878 -12.26505
H: 1.06599 -13.35300 -11.07341
H: -0.33338 -13.29412 -11.96926
O: 0.34031 -15.44814 -14.29489
C: -0.41445 -14.74149 -15.00253
O: -0.24791 -14.45021 -16.27756
B: -1.30046 -13.48273 -16.60858
O: -2.32932 -13.54101 -15.56354
C: -1.81619 -14.22951 -14.58460
O: -2.41419 -14.61468 -13.58891
O: -1.94562 -13.57306 -17.88961
C: -2.04382 -12.46520 -18.52390
O: -2.58018 -12.32485 -19.64428
C: -1.15810 -11.46950 -17.76417
O: -0.74890 -12.07538 -16.63208
O: -0.81995 -10.33490 -18.17053
O: 1.06384 -6.82208 -14.59915
C: 1.54550 -7.38793 -13.61923
O: 1.16206 -8.47878 -13.08789
B: 1.91365 -8.73766 -11.87409
O: 2.83401 -7.67921 -11.70764
C: 2.60202 -6.79269 -12.68153
O: 3.20408 -5.74804 -12.85935
O: 0.91180 -8.85331 -10.80612
C: 0.97325 -10.11043 -10.27095
O: 0.11234 -10.51884 -9.45577
C: 2.13938 -10.86047 -10.94389
O: 2.59870 -10.04022 -11.87058
O: 2.38774 -12.04998 -10.76842
O: -1.79848 -9.74830 -13.22802
C: -2.00676 -10.78109 -12.43715
O: -3.01595 -10.88834 -11.68934
O: -1.19175 -11.71620 -12.37300
H: -2.63845 -9.31472 -13.06054
O: -1.91736 -15.22158 -7.71713
C: -2.05938 -14.47626 -8.81917
O: -2.80964 -13.49322 -8.67062
O: -1.58728 -14.73776 -9.95548
H: -2.32189 -14.58125 -7.12727
Br: 0.41720 -17.13213 -10.83543
C: 0.00347 -17.91762 -9.08730
C: 1.21090 -18.63272 -8.54444
Br: 0.73506 -19.95892 -7.10079
H: -0.77576 -18.67979 -9.08689
H: -0.38404 -17.20572 -8.35851
H: 1.97787 -17.95208 -8.17486
H: 1.85759 -19.09804 -9.28833
Br: 6.17188 -13.93946 -6.58162
C: 4.16941 -14.11364 -6.75287
C: 3.70124 -14.22974 -8.22682
Br: 1.77660 -14.14761 -8.29976
H: 3.60453 -13.29503 -6.30691
H: 3.88689 -15.04142 -6.25537
H: 3.96872 -15.15635 -8.73470
H: 4.13589 -13.37252 -8.74099

**Molecular weight**: 907.5 g mol⁻¹
**E_LUMO**: 0.115 hartree
**Max |F|**: 4.72 eV Å⁻¹
**DFT total energy**: -344373.685 eV
**ΔE to the lowest compared entry with this formula, charge and spin**: 167.1 kJ/mol
**Total charge**: -2

Löwdin population analysis, charges in e, atoms 1 to 4: 0.302, 0.135, 0.068, 0.055

***

6.
ORCA calculation (the ωB97M-V functional and the def2-TZVPD basis) on a molecular structure, C14H18BClN8O4RuS2.

Atoms and positions in Å:
Ru: 0.10654 0.78377 1.23377
C: 2.28149 0.36231 -3.25290
N: 1.31665 1.39047 -2.88320
C: 0.55341 2.12799 -3.76623
C: -0.16156 3.00192 -3.02796
N: 0.18135 2.82698 -1.70220
B: -0.25474 3.74869 -0.55846
N: -1.25849 1.93418 0.83542
C: -1.84113 -2.54703 -1.74939
C: -2.33721 -3.52407 -2.51225
N: -3.57387 -4.18417 -2.15402
C: -3.63287 -5.66836 -2.18577
C: -4.58767 -3.50300 -1.82160
S: -5.80006 -2.68890 -1.42362
C: 1.08773 1.83656 -1.63864
S: 1.86323 1.22353 -0.21929
H: 2.01579 -0.02813 -4.23110
H: 2.25779 -0.43401 -2.51306
H: 3.28638 0.77849 -3.29270
H: 0.60474 1.96606 -4.82796
H: -0.86561 3.75757 -3.32748
H: -0.79909 4.72112 -0.96538
H: 0.62837 3.90994 0.22958
H: -0.89773 -2.08683 -2.03484
H: -1.86737 -3.89654 -3.40741
H: -3.34183 -5.99128 -3.18241
H: -4.64616 -5.99382 -1.97010
H: -2.93939 -6.04880 -1.44019
N: 2.10153 2.52773 4.37497
C: 1.45381 3.69809 4.04563
C: 0.67685 3.41492 2.96867
N: 0.84315 2.09001 2.64617
C: 1.70340 1.57748 3.51841
C: 2.03186 0.17516 3.39751
N: 1.42803 -0.49856 2.43554
C: 1.88453 -1.78757 2.51105
C: 2.77713 -1.88274 3.53560
N: 2.85936 -0.62779 4.08955
H: 2.75274 2.42004 5.13557
H: 1.60148 4.60934 4.59630
H: 0.02606 4.06616 2.41601
H: 1.54897 -2.55356 1.83500
H: 3.34822 -2.71191 3.91263
H: 3.44589 -0.37617 4.86847
O: -2.43547 -2.12313 -0.64612
Cl: -1.65592 -0.67640 0.32480
O: -1.42624 3.01700 0.29269
O: -2.11337 -1.19353 1.56794
O: -0.23069 -0.93924 -0.03698

**Molecular weight**: 573.8 g mol⁻¹
**E_LUMO**: -0.257 hartree
**Max |F|**: 0.72 eV Å⁻¹
**DFT total energy**: -72349.916 eV
**ΔE to the lowest compared entry with this formula, charge and spin**: 331.0 kJ/mol
**Total charge**: +2

Löwdin population analysis, charges in e, atoms 1 to 4: 0.893, -0.008, -0.109, -0.012

***

7.
ORCA calculation (the ωB97M-V functional and the def2-TZVPD basis) on a molecular structure, C14H18Cl2MnN2S in a non-equilibrium geometry.

Atoms and positions in Å:
Mn: -0.85928 -0.21683 0.52205
Cl: -1.55013 1.87224 0.20536
Cl: 0.65118 -1.49608 1.51853
C: -2.27832 -0.85755 1.50769
H: -2.01716 -1.52186 2.33789
H: -3.09434 -0.14710 1.65432
C: -0.45277 -0.71565 -1.15675
C: -2.13779 -1.46071 0.04699
H: 0.52361 -0.16757 -1.22235
C: -3.36726 -1.19287 -0.79389
H: -1.76187 -2.49179 0.00313
C: -3.27521 -1.75202 -2.22697
H: -4.23122 -1.64467 -0.27180
H: -3.54740 -0.10126 -0.81038
C: -2.09234 -1.17536 -2.99979
H: -3.18730 -2.84564 -2.17754
H: -4.22459 -1.52870 -2.73644
C: -0.74661 -1.53925 -2.33051
H: -2.12547 -1.56179 -4.02600
H: -2.19516 -0.08567 -3.08285
H: -0.74650 -2.61618 -2.07540
H: 0.06022 -1.39789 -3.06502
N: 0.66356 2.43206 -1.91222
C: 1.62654 2.28707 -0.96945
N: 1.65471 1.37194 -0.02840
C: 2.76590 1.49987 0.78976
C: 3.10228 0.71704 1.90187
C: 4.27756 0.96489 2.59974
C: 5.12804 2.01185 2.21417
C: 4.80019 2.82006 1.11823
C: 3.63291 2.56422 0.41166
S: 2.99794 3.39490 -1.00042
H: 0.77121 3.25301 -2.49571
H: -0.28418 2.22128 -1.57765
H: 2.42475 -0.09081 2.17402
H: 4.53998 0.33726 3.45380
H: 6.04863 2.19661 2.76999
H: 5.43009 3.64682 0.79230

**Molecular weight**: 372.2 g mol⁻¹
**E_LUMO (spin up / spin down)**: 0.095 / 0.095 hartree
**<S²>**: 6.166
**2S+1**: 5
**Max |F|**: 5.15 eV Å⁻¹
**DFT total energy**: -84989.840 eV
**Total charge**: -1

Löwdin population analysis, charges in e, atoms 1 to 4: 0.021, 0.109, 0.129, -0.279

***

8.
ORCA calculation (the ωB97M-V functional and the def2-TZVPD basis) on a molecular structure, C14H18Cl2N2SV in a non-equilibrium geometry.

Atoms and positions in Å:
V: 0.77992 -0.02218 -0.47426
Cl: 0.65174 -2.29695 -0.58607
Cl: 1.35384 2.03602 0.23805
C: 2.51252 -0.17887 -1.38551
H: 3.27498 0.58459 -1.18856
H: 2.93505 -1.13255 -1.72449
C: -0.83209 0.43952 -1.12890
C: 1.26344 0.32612 -2.22938
H: -1.54071 0.39418 -0.27829
C: 0.96488 -0.53905 -3.44457
H: 1.35251 1.39339 -2.49131
C: -0.22247 -0.03592 -4.27607
H: 1.85600 -0.56545 -4.09432
H: 0.80964 -1.58095 -3.12171
C: -1.53849 -0.05297 -3.50207
H: -0.01563 0.98657 -4.62194
H: -0.32442 -0.65462 -5.17549
C: -1.52992 0.95982 -2.34218
H: -2.36114 0.18774 -4.19221
H: -1.74637 -1.06915 -3.12143
H: -1.08370 1.92127 -2.64680
H: -2.57972 1.19372 -2.07921
N: -1.97952 -1.64369 0.64518
C: -1.29718 -1.14511 1.73329
N: -0.20542 -0.39019 1.64534
C: 0.16958 0.05542 2.93176
C: 1.21383 0.92299 3.28030
C: 1.36386 1.33018 4.60504
C: 0.53311 0.81576 5.61305
C: -0.49578 -0.07752 5.28447
C: -0.68079 -0.42928 3.95016
S: -1.96297 -1.44015 3.30525
H: -2.80166 -2.18941 0.89419
H: -1.36269 -2.06539 -0.06303
H: 1.86573 1.30066 2.49522
H: 2.13850 2.05204 4.86454
H: 0.68417 1.11123 6.65111
H: -1.16262 -0.50182 6.03089

**Molecular weight**: 368.2 g mol⁻¹
**E_LUMO (spin up / spin down)**: 0.090 / 0.090 hartree
**<S²>**: 2.014
**2S+1**: 3
**Max |F|**: 5.33 eV Å⁻¹
**DFT total energy**: -79358.585 eV
**ΔE to the lowest compared entry with this formula, charge and spin**: 117.8 kJ/mol
**Total charge**: -1

Löwdin population analysis, charges in e, atoms 1 to 4: 0.144, 0.183, 0.149, -0.345